[1]
Entry from OMol25: a molecular structure, C5H9NO (wB97M-V/def2-TZVPD).

Calculated values
LUMO energy   1.05 eV

Last column: Löwdin charge in e.
Atoms and positions in Å:
C -2.08475 -0.45328 0.12437  -0.0575
C -1.12402 0.50017 0.80091  -0.4579
N -0.00887 0.08020 1.53298  0.0768
C 0.09813 1.02672 -0.09433  0.0283
C 1.05938 0.27420 -0.96935  -0.3337
C 2.22699 -0.43916 -0.41905  -0.1069
O 1.06905 -1.13072 -0.89645  -0.0647
H -2.45291 0.11610 -0.72836  0.0780
H -2.94683 -0.78792 0.71813  0.0770
H -1.54753 -1.33331 -0.24476  0.0761
H -1.61342 1.33767 1.30969  0.1267
H 0.11952 -0.92646 1.32061  0.0719
H 0.50485 2.07581 -0.11314  0.1238
H 1.19983 0.70629 -1.97397  0.1442
H 3.11881 -0.60038 -1.02729  0.1094
H 2.38179 -0.44594 0.66001  0.1086


[2]
Entry from OMol25: a single C5H9NO molecule (wB97M-V/def2-TZVPD).

Calculated values
LUMO energy   0.40 eV
SMILES string   [H]/N=C(/CC)C(=C)O

Last column: Löwdin charge in e.
Atoms and positions in Å:
H -2.50502 1.11189 -0.31261  0.0694
N -1.71139 0.76370 -0.84536  0.1782
C -0.74110 0.38621 -0.15850  -0.3011
C 0.52497 -0.29797 -1.00462  -0.1664
C 1.63259 0.74700 -1.08808  -0.1201
C -0.52978 -0.32029 1.10577  -0.4119
C -1.33061 -1.32865 1.48277  0.0698
O 0.47111 0.11134 1.93755  0.0512
H 0.91073 -1.24039 -0.63103  0.1057
H 0.07812 -0.48257 -1.98212  0.0978
H 2.21116 0.79726 -0.16396  0.0632
H 1.22669 1.73160 -1.31453  0.0746
H 2.31686 0.48877 -1.89801  0.0705
H -1.38607 -1.61266 2.51938  0.0623
H -2.07216 -1.73271 0.81260  0.0622
H 0.90390 0.87747 1.54076  0.0945


[3]
Entry from OMol25: a molecular structure, C5H9NO (wB97M-V/def2-TZVPD).

Calculated values
LUMO energy   0.89 eV

Last column: Löwdin charge in e.
Atoms and positions in Å:
C -1.03161 -0.33835 1.20071  -0.0324
C -0.19246 -0.02435 -0.02658  -0.4602
C -0.28589 -1.12932 -1.07899  -0.0297
C -0.22103 1.41695 -0.57957  -0.0819
O 1.23155 1.48660 -0.50587  0.0150
C 1.25649 0.32635 0.23179  -0.4379
N 2.16303 -0.20353 0.91788  0.1836
H -1.00380 0.47853 1.92903  0.0866
H -2.07617 -0.52278 0.92400  0.0855
H -0.64058 -1.23784 1.68651  0.0888
H 0.10015 -2.05855 -0.64599  0.0913
H -1.32097 -1.30007 -1.39554  0.0859
H 0.31841 -0.89636 -1.96251  0.0929
H -0.64332 2.14369 0.12192  0.1234
H -0.59658 1.59445 -1.59025  0.1250
H 3.02065 0.34781 0.89990  0.0641


[4]
Entry from OMol25: a single C5H9NO molecule (wB97M-V/def2-TZVPD).

Calculated values
LUMO energy   0.86 eV
SMILES string   COC(C)(C)C#N

Last column: Löwdin charge in e.
Atoms and positions in Å:
C -0.94584 -0.36979 -1.81145  -0.0852
O 0.26565 0.00946 -1.18931  -0.1378
C 0.29963 -0.05521 0.21710  -0.6012
C 1.68616 0.42870 0.61743  -0.0157
C -0.79848 0.77562 0.89208  -0.0200
C 0.20827 -1.46328 0.71860  -0.1596
N 0.18392 -2.51291 1.20327  0.1713
H -1.28480 -1.35102 -1.45370  0.0941
H -1.73956 0.37132 -1.64569  0.0871
H -0.73846 -0.43548 -2.88318  0.0958
H 1.79495 1.46110 0.28561  0.0940
H 2.44509 -0.19228 0.13531  0.0984
H 1.80713 0.36730 1.70191  0.0974
H -0.65249 0.74394 1.97433  0.0953
H -1.80693 0.40611 0.68039  0.0863
H -0.72424 1.81642 0.55730  0.0997


[5]
Entry from OMol25: 2 unconnected molecules or ions with the total composition C5H9NO (wB97M-V/def2-TZVPD).

Calculated values
LUMO energy   0.81 eV
SMILES string   C=C(CO)CC#N.[H][H]

Last column: Löwdin charge in e.
Atoms and positions in Å:
C -0.39160 0.97741 -1.81308  0.0692
C -0.10147 0.54057 -0.59185  -0.3015
C 1.31720 0.41391 -0.08693  -0.2277
O 1.54691 -0.83542 0.54560  -0.0914
C -1.18650 0.13509 0.38539  -0.1410
C -0.99010 0.76339 1.69881  -0.2185
N -0.77576 1.25573 2.72389  0.1496
H -1.41682 1.10933 -2.15016  0.0683
H 0.39352 1.22181 -2.52444  0.0696
H 2.01449 0.50080 -0.92630  0.1217
H 1.52931 1.23797 0.60873  0.1280
H 1.48110 -0.71355 1.50033  0.0913
H -1.16100 -0.95117 0.53276  0.0925
H -2.17806 0.39740 0.00499  0.1236
H -0.30065 -3.29405 0.04690  0.0448
H 0.21944 -2.75920 0.04537  0.0215


[6]
Entry from OMol25: a single C5H9NO molecule (wB97M-V/def2-TZVPD).

Calculated values
LUMO energy   1.04 eV
SMILES string   C[C@H]1N[C@H]1CC=O

Last column: Löwdin charge in e.
Atoms and positions in Å:
C -1.49125 0.01381 1.30292  -0.0574
C -1.26519 0.01985 -0.19237  -0.3223
N -0.98136 1.32889 -0.75183  0.0670
C 0.04580 0.32591 -0.86757  -0.3241
C 1.32583 0.30078 -0.11335  -0.1220
C 2.00358 -1.05526 -0.19996  -0.2425
O 1.55140 -2.03231 -0.74978  0.0522
H -0.73646 0.63633 1.79621  0.0660
H -2.46542 0.42971 1.60374  0.0783
H -1.43240 -1.00151 1.70153  0.0756
H -1.42886 -0.87075 -0.77574  0.1310
H -1.40952 1.54251 -1.64318  0.0971
H 0.12650 -0.10141 -1.87594  0.1469
H 1.14343 0.50476 0.94829  0.1135
H 2.01768 1.06135 -0.48005  0.1210
H 2.99624 -1.10265 0.29708  0.1198


[7]
Entry from OMol25: a single C5H9NO molecule (wB97M-V/def2-TZVPD).

Calculated values
LUMO energy   0.86 eV

Last column: Löwdin charge in e.
Atoms and positions in Å:
C -1.86570 -0.56708 0.00158  -0.0530
C -1.43820 0.64550 0.79040  -0.3229
N -0.42630 0.57054 1.82055  0.0636
C -0.11828 1.33923 0.60298  -0.2877
C 0.85610 0.93032 -0.43778  0.0024
C 2.34729 -0.76571 -0.98940  -0.0616
O 1.30028 -0.27155 -0.14338  -0.1687
H -2.37984 -0.27029 -0.91851  0.0816
H -2.56251 -1.16629 0.59857  0.0795
H -1.01293 -1.19793 -0.26497  0.0679
H -2.26014 1.31158 1.05327  0.1313
H 0.05895 -0.32441 1.75672  0.0889
H -0.12701 2.41845 0.74257  0.1194
H 2.52093 -0.04160 -1.78740  0.0794
H 2.04783 -1.73750 -1.38772  0.0891
H 3.23817 -0.87919 -0.36725  0.0909


[8]
Entry from OMol25: a single C5H9NO molecule (wB97M-V/def2-TZVPD).

Calculated values
LUMO energy   0.89 eV
SMILES string   C[C@H]1CN(C)C1=O

Last column: Löwdin charge in e.
Atoms and positions in Å:
C 2.21466 -0.47983 0.24777  -0.0617
C 1.10870 0.47034 -0.17926  -0.2353
C -0.00718 -0.09228 -1.10080  -0.0977
N -0.95634 0.20290 -0.03286  -0.0957
C -2.35158 -0.09987 0.14174  -0.0325
C -0.01955 0.65820 0.85094  -0.4468
O -0.09903 1.01998 2.00183  0.0798
H 1.80030 -1.44614 0.55837  0.0858
H 2.76098 -0.06253 1.09925  0.0828
H 2.92641 -0.65770 -0.56519  0.0771
H 1.51419 1.42544 -0.52872  0.1426
H -0.19573 0.46459 -2.02638  0.1154
H 0.09227 -1.16202 -1.32696  0.1190
H -2.78397 0.62840 0.83274  0.0922
H -2.86875 -0.02686 -0.81957  0.0866
H -2.50749 -1.10622 0.55159  0.0885


Looking at orbital gap for the records above, in order, we have 9.768 9.091 10.951 11.566 11.104 10.601 9.411 10.221 eV.
Looking at ΔE to the lowest compared entry with this formula, charge and spin for the records above, in order, we have 454.60 294.27 134.60 137.24 256.13 263.99 428.58 88.99 kJ/mol.
Looking at strongest force on any atom for the records above, in order, we have 2.9 6.3 0.5 1.0 1.1 2.1 0.6 0.4 eV/Å.